# 1
The following is a quantum chemistry calculation of a 8-piece molecular cluster, C39H82B3O11P overall at a distorted geometry, from OMol25.

Geometry as ORCA input:
```
! wB97M-V def2-TZVPD RIJCOSX def2/J DEFGRID3
* xyz 0 1
C -0.130 0.077 7.038
O -0.608 0.229 5.653
C -0.769 -1.065 4.972
C -0.716 -1.002 3.335
C -1.381 0.344 2.670
C -0.420 1.073 1.544
C 0.173 0.058 0.398
C 1.467 0.631 -0.430
C 2.753 1.054 0.496
C 3.583 -0.312 0.922
B 4.127 -0.280 2.473
O 3.659 0.640 3.545
B 3.240 -0.194 4.726
O 3.824 -1.532 5.035
B 4.360 -2.178 3.820
P 4.099 -3.995 3.276
C 4.311 -3.937 1.340
C 2.181 -4.273 3.478
O 5.160 -1.287 2.907
H 0.786 -0.655 7.158
H -1.054 -0.195 7.705
H 0.238 1.148 7.412
H -1.730 -1.659 5.298
H 0.153 -1.740 5.317
H 0.383 -1.210 2.987
H -1.361 -1.925 2.945
H -2.363 0.002 2.089
H -1.733 1.148 3.449
H -1.110 1.864 0.977
H 0.386 1.691 2.126
H -0.701 -0.075 -0.405
H 0.411 -1.027 0.783
H 1.833 -0.243 -1.150
H 1.140 1.518 -1.153
H 3.501 1.708 -0.131
H 2.461 1.654 1.458
H 2.783 -1.196 0.863
H 4.417 -0.608 0.122
H 2.409 0.320 5.421
H 3.262 -3.800 0.838
H 4.984 -3.045 0.985
H 4.820 -4.926 0.931
H 1.989 -5.108 4.278
H 1.705 -4.620 2.441
H 1.610 -3.296 3.780
C -3.548 -1.708 -3.601
C -2.359 -2.627 -3.706
C -1.299 -1.862 -2.942
O -1.980 -1.103 -1.934
C -3.387 -1.139 -2.208
H -4.507 -2.211 -3.747
H -3.464 -0.906 -4.344
H -2.576 -3.574 -3.197
H -2.065 -2.851 -4.734
H -0.772 -1.157 -3.593
H -0.564 -2.521 -2.472
H -3.857 -1.786 -1.459
H -3.808 -0.134 -2.113
C 2.929 1.861 -5.381
C 3.705 0.570 -5.428
C 3.437 -0.010 -4.057
O 2.136 0.443 -3.660
C 1.715 1.472 -4.566
H 2.672 2.256 -6.367
H 3.509 2.623 -4.847
H 3.286 -0.086 -6.200
H 4.770 0.704 -5.635
H 4.159 0.359 -3.321
H 3.463 -1.104 -4.052
H 0.928 1.055 -5.203
H 1.300 2.313 -4.003
C 7.212 -7.783 6.668
C 7.643 -6.378 6.336
C 6.993 -6.157 4.988
O 5.792 -6.941 4.972
C 5.811 -7.827 6.099
H 7.246 -8.013 7.736
H 7.852 -8.501 6.142
H 7.226 -5.679 7.071
H 8.728 -6.244 6.314
H 7.635 -6.512 4.174
H 6.749 -5.106 4.807
H 5.077 -7.461 6.824
H 5.518 -8.832 5.783
C -2.924 4.932 -1.697
C -2.004 6.073 -1.345
C -1.124 5.454 -0.281
O -1.027 4.055 -0.583
C -2.002 3.737 -1.587
H -3.383 5.026 -2.684
H -3.724 4.856 -0.951
H -1.400 6.345 -2.218
H -2.527 6.968 -0.998
H -1.573 5.551 0.713
H -0.123 5.895 -0.256
H -1.468 3.560 -2.527
H -2.532 2.822 -1.309
C -3.993 5.054 -7.335
C -5.197 4.205 -7.018
C -4.927 3.792 -5.588
O -4.177 4.855 -4.983
C -3.741 5.750 -6.015
H -4.152 5.751 -8.161
H -3.142 4.411 -7.587
H -6.106 4.817 -7.065
H -5.324 3.353 -7.691
H -4.315 2.885 -5.544
H -5.846 3.621 -5.020
H -4.333 6.669 -5.932
H -2.687 5.999 -5.866
C 1.973 -7.417 7.747
C 0.523 -7.820 7.801
C -0.056 -7.084 6.613
O 0.991 -6.980 5.638
C 2.230 -7.355 6.257
H 2.642 -8.109 8.266
H 2.099 -6.421 8.190
H 0.433 -8.902 7.650
H 0.030 -7.565 8.743
H -0.361 -6.068 6.885
H -0.915 -7.601 6.176
H 2.517 -8.336 5.863
H 3.007 -6.632 5.995
C -6.885 9.640 -7.343
C -7.216 9.012 -6.014
C -7.896 7.726 -6.431
O -7.316 7.337 -7.684
C -6.537 8.432 -8.185
H -6.075 10.372 -7.293
H -7.773 10.136 -7.751
H -6.292 8.786 -5.469
H -7.845 9.639 -5.376
H -8.968 7.877 -6.592
H -7.762 6.924 -5.699
H -5.479 8.165 -8.079
H -6.753 8.583 -9.246
*
```

The total energy is -2778.637902 a.u. The value obtained for the lowest unoccupied orbital energy is 0.56 eV. For the HOMO energy, the calculation gives -0.3026 Ha. The SMILES is COCCCCCCCCB1OBOB(P(C)C)O1.C1CCOC1.C1CCOC1.C1CCOC1.C1CCOC1.C1CCOC1.C1CCOC1.C1CCOC1. The frontier orbital gap is 8.79 eV.


# 2
The following is a quantum chemistry calculation of a 8-piece molecular cluster, C39H82BrI2N7O12 overall at a distorted geometry, from OMol25.

Geometry as ORCA input:
```
! wB97M-V def2-TZVPD RIJCOSX def2/J DEFGRID3
* xyz 0 1
C -1.808 -0.036 -8.445
C -0.467 -0.767 -8.380
C -0.457 -2.016 -7.501
I 1.485 -2.932 -7.885
C -0.573 -1.764 -5.964
O -0.423 -0.366 -5.716
C 0.608 -0.027 -4.814
C 0.187 1.320 -4.183
C 0.239 1.307 -2.655
C 1.622 0.943 -2.118
I 1.971 1.702 -0.141
C 2.008 0.085 -5.462
C 2.959 -0.925 -4.844
O 4.321 -0.663 -5.224
C 4.657 -1.259 -6.411
O 4.766 -0.628 -7.457
C -1.902 -2.237 -5.358
C -1.951 -1.938 -3.856
C -1.159 -2.876 -2.946
O 0.245 -2.875 -3.191
C -2.246 -3.736 -5.560
C -1.111 -4.764 -5.718
C -1.317 -5.978 -4.776
Br -1.228 -5.522 -7.544
O -2.941 -1.567 -6.093
C -3.481 -0.390 -5.537
H -1.848 0.583 -9.337
H -2.622 -0.752 -8.452
H -1.910 0.602 -7.574
H 0.353 -0.096 -8.148
H -0.255 -1.122 -9.390
H -1.236 -2.685 -7.848
H 0.275 -2.249 -5.496
H 0.698 -0.729 -3.984
H 0.816 2.144 -4.518
H -0.830 1.571 -4.472
H -0.462 0.556 -2.291
H -0.075 2.255 -2.225
H 2.442 1.231 -2.764
H 1.668 -0.133 -1.986
H 2.457 1.054 -5.260
H 1.976 -0.019 -6.544
H 2.915 -0.888 -3.761
H 2.703 -1.950 -5.129
H 4.861 -2.339 -6.354
H -2.973 -2.006 -3.488
H -1.607 -0.931 -3.626
H -1.298 -2.482 -1.939
H -1.593 -3.873 -2.932
H 0.543 -3.764 -3.385
H -2.889 -3.801 -6.428
H -2.867 -4.008 -4.716
H -0.118 -4.384 -5.516
H -1.098 -6.906 -5.285
H -0.638 -5.884 -3.927
H -2.326 -5.990 -4.377
H -4.050 0.092 -6.329
H -2.736 0.327 -5.202
H -4.193 -0.590 -4.736
C 8.459 1.534 0.118
C 7.052 2.069 -0.017
O 6.749 3.191 0.362
N 6.126 1.253 -0.578
C 6.303 -0.098 -1.078
H 9.081 2.293 0.580
H 8.470 0.641 0.744
H 8.871 1.291 -0.863
H 5.206 1.661 -0.643
H 6.047 -0.135 -2.139
H 5.646 -0.780 -0.536
H 7.328 -0.428 -0.955
C -1.819 -0.179 4.093
C -1.178 0.233 2.789
O -1.827 0.680 1.854
N 0.173 0.092 2.677
C 1.103 -0.418 3.665
H -2.881 -0.012 4.032
H -1.638 -1.238 4.283
H -1.419 0.408 4.917
H 0.543 0.387 1.785
H 1.843 0.354 3.894
H 1.622 -1.291 3.265
H 0.597 -0.705 4.581
C -7.359 -3.426 -5.275
C -6.103 -4.195 -4.943
O -5.134 -3.658 -4.430
N -6.084 -5.521 -5.238
C -7.133 -6.320 -5.846
H -7.222 -2.390 -4.984
H -7.560 -3.467 -6.346
H -8.212 -3.835 -4.732
H -5.219 -5.978 -4.996
H -7.420 -7.126 -5.170
H -6.771 -6.756 -6.778
H -8.007 -5.715 -6.060
C -4.729 1.757 7.433
C -4.678 0.485 6.623
O -3.642 0.066 6.128
N -5.845 -0.191 6.459
C -7.159 0.155 6.971
H -3.734 2.187 7.482
H -5.401 2.478 6.966
H -5.074 1.550 8.447
H -5.752 -1.031 5.910
H -7.526 -0.646 7.616
H -7.856 0.283 6.142
H -7.124 1.074 7.544
C -5.183 2.001 12.586
C -5.294 3.025 11.481
O -6.238 3.043 10.708
N -4.295 3.940 11.373
C -3.105 4.071 12.195
H -6.047 1.346 12.545
H -4.280 1.402 12.462
H -5.159 2.491 13.560
H -4.426 4.595 10.619
H -3.089 5.053 12.669
H -2.214 3.968 11.574
H -3.081 3.311 12.967
C 6.414 8.676 1.900
C 7.761 8.171 2.364
O 8.538 8.881 2.983
N 8.077 6.886 2.066
C 7.282 5.900 1.343
H 6.304 9.711 2.209
H 6.339 8.623 0.813
H 5.611 8.088 2.344
H 8.985 6.608 2.400
H 7.100 5.038 1.979
H 7.823 5.570 0.459
H 6.329 6.317 1.036
C 4.760 -1.456 7.304
C 3.393 -1.098 6.770
O 2.544 -1.943 6.543
N 3.135 0.219 6.544
C 4.015 1.355 6.750
H 4.815 -2.532 7.431
H 5.538 -1.144 6.606
H 4.930 -0.979 8.270
H 2.208 0.391 6.189
H 3.564 2.047 7.463
H 4.168 1.880 5.806
H 4.978 1.037 7.133
*
```

The total energy is -5990.824149 a.u. The value obtained for the lowest unoccupied orbital energy is 0.27 eV. For the HOMO energy, the calculation gives -0.3273 Ha. The SMILES is CC[C@@H](I)[C@@H](O[C@H](CCCI)CCOC=O)[C@](CCO)(C[C@@H](C)Br)OC.CNC(C)=O.CNC(C)=O.CNC(C)=O.CNC(C)=O.CNC(C)=O.CNC(C)=O.CNC(C)=O. The frontier orbital gap is 9.18 eV.


# 3
The following is a quantum chemistry calculation of C39H83B2CrF8NO28 as an isolated structure at a distorted geometry, from OMol25.

Geometry as ORCA input:
```
! wB97M-V def2-TZVPD RIJCOSX def2/J DEFGRID3
* xyz 0 5
Cr -15.418 -1.320 -13.021
N -19.290 -0.440 -11.690
H -19.888 0.144 -12.258
H -18.517 -0.775 -12.246
H -19.843 -1.154 -11.239
H -18.988 0.111 -10.900
C -19.531 -2.751 -14.668
C -17.971 -2.675 -14.693
C -17.533 -2.744 -16.160
O -17.359 -1.737 -13.799
H -19.826 -3.713 -15.085
H -20.001 -1.941 -15.227
H -19.894 -2.761 -13.640
H -17.665 -3.552 -14.123
H -16.464 -2.914 -16.286
H -17.764 -1.798 -16.650
H -18.043 -3.449 -16.817
B -13.253 -3.018 -14.642
F -13.733 -4.177 -15.258
F -12.476 -2.331 -15.521
F -14.353 -2.238 -14.411
F -12.594 -3.333 -13.470
B -16.402 0.279 -10.524
F -15.407 0.396 -9.537
F -16.930 -0.996 -10.306
F -17.371 1.159 -10.369
F -15.889 0.281 -11.838
C -12.384 3.460 -13.436
C -13.713 2.769 -13.086
O -14.532 2.664 -14.286
C -14.992 1.494 -14.638
O -14.820 0.429 -14.087
O -15.379 1.565 -15.884
C -15.357 0.435 -16.753
H -12.325 4.487 -13.796
H -11.818 2.899 -14.180
H -11.802 3.481 -12.515
H -14.090 3.452 -12.324
H -13.415 1.796 -12.695
H -14.575 -0.318 -16.657
H -15.210 0.888 -17.734
H -16.339 -0.032 -16.687
C -7.994 -6.493 -14.438
C -6.804 -6.427 -15.477
O -7.090 -7.537 -16.320
C -6.186 -7.922 -17.143
O -5.128 -7.310 -17.385
O -6.647 -8.976 -17.836
C -5.982 -9.640 -18.810
H -7.912 -5.711 -13.683
H -8.098 -7.493 -14.017
H -8.873 -6.198 -15.009
H -5.838 -6.615 -15.009
H -6.775 -5.522 -16.083
H -5.387 -8.944 -19.402
H -6.622 -10.070 -19.580
H -5.313 -10.426 -18.460
C -10.459 -0.572 -9.073
C -11.315 0.614 -9.459
O -12.473 0.222 -10.155
C -12.472 -0.282 -11.361
O -13.522 -0.796 -11.920
O -11.285 -0.159 -11.963
C -11.099 -0.735 -13.192
H -10.951 -1.103 -8.258
H -9.555 -0.207 -8.586
H -10.210 -1.231 -9.905
H -10.782 1.395 -10.001
H -11.600 1.153 -8.555
H -10.084 -0.465 -13.483
H -11.883 -0.373 -13.858
H -11.075 -1.824 -13.163
C -14.057 -0.619 -23.107
C -14.363 -1.455 -21.785
O -13.196 -1.480 -20.967
C -13.043 -0.600 -19.951
O -13.765 0.370 -19.678
O -12.042 -1.058 -19.264
C -11.709 -0.387 -18.004
H -13.058 -0.799 -23.505
H -14.086 0.443 -22.859
H -14.775 -0.909 -23.873
H -14.648 -2.488 -21.988
H -15.170 -0.972 -21.235
H -12.480 -0.152 -17.271
H -11.310 0.614 -18.167
H -10.905 -0.958 -17.539
C -10.864 -4.288 -18.331
C -10.252 -3.865 -16.950
O -8.955 -3.313 -17.090
C -8.345 -2.879 -15.898
O -8.842 -2.795 -14.792
O -7.106 -2.594 -16.126
C -6.220 -2.395 -15.009
H -11.063 -5.360 -18.352
H -10.154 -4.074 -19.130
H -11.803 -3.762 -18.497
H -10.156 -4.706 -16.263
H -10.895 -3.084 -16.544
H -5.249 -2.797 -15.299
H -6.419 -2.975 -14.108
H -6.277 -1.327 -14.797
C -5.721 -2.711 -7.689
C -6.060 -3.632 -8.870
O -7.482 -3.828 -8.961
C -8.037 -4.548 -9.929
O -7.389 -5.117 -10.824
O -9.419 -4.372 -9.869
C -10.261 -4.853 -10.844
H -4.660 -2.464 -7.661
H -6.005 -3.173 -6.743
H -6.158 -1.714 -7.737
H -5.583 -4.602 -8.736
H -5.639 -3.186 -9.771
H -10.437 -5.928 -10.858
H -10.151 -4.555 -11.886
H -11.236 -4.495 -10.514
C -12.785 -3.374 -8.232
C -13.713 -3.124 -9.415
O -14.112 -4.340 -10.038
C -14.854 -4.250 -11.119
O -15.204 -3.241 -11.798
O -15.211 -5.541 -11.354
C -15.786 -5.971 -12.585
H -12.687 -2.473 -7.626
H -11.843 -3.838 -8.525
H -13.257 -4.145 -7.624
H -13.245 -2.429 -10.113
H -14.592 -2.533 -9.157
H -15.588 -5.286 -13.410
H -16.856 -5.967 -12.376
H -15.557 -6.938 -13.032
C -17.341 -9.057 -21.382
C -17.322 -7.669 -20.739
O -16.283 -7.646 -19.721
C -15.886 -6.481 -19.333
O -16.420 -5.379 -19.630
O -15.004 -6.712 -18.393
C -14.313 -5.592 -17.733
H -17.651 -9.829 -20.678
H -16.335 -9.257 -21.748
H -18.074 -9.073 -22.190
H -18.236 -7.335 -20.247
H -17.210 -6.937 -21.538
H -13.845 -4.945 -18.475
H -13.579 -5.982 -17.027
H -15.037 -5.035 -17.138
C -12.794 -11.709 -11.571
C -12.053 -11.318 -12.883
O -11.310 -10.040 -12.925
C -12.024 -8.952 -13.142
O -13.253 -8.981 -13.315
O -11.265 -7.742 -13.134
C -11.813 -6.496 -13.226
H -13.382 -10.902 -11.134
H -12.253 -12.126 -10.722
H -13.546 -12.454 -11.829
H -12.852 -11.279 -13.623
H -11.326 -12.098 -13.108
H -12.528 -6.553 -14.046
H -11.044 -5.751 -13.430
H -12.504 -6.095 -12.484
*
```

The total energy is -5590.822892 a.u. The value obtained for the lowest unoccupied orbital energy (spin up / spin down) is -0.31 / -0.31 eV. For the HOMO energy (spin up / spin down), the calculation gives -0.2717 / -0.3013 Ha. The frontier orbital gap (spin up / spin down) is 7.08 / 7.88 eV.